No. 1
{"formula": "C17H17N5O2PdS2", "method": "the ωB97M-V functional and the def2-TZVPD basis", "charge": 0, "orbital_gap_ev": [7.070, 7.069], "homo_ev": [-6.73, -6.73], "lumo_ev": [0.34, 0.34], "species": ["Pd", "N", "C", "N", "C", "C", "S", "C", "C", "S", "C", "N", "N", "H", "H", "H", "H", "H", "H", "N", "C", "C", "C", "C", "C", "C", "C", "C", "C", "C", "C", "O", "O", "H", "H", "H", "H", "H", "H", "H", "H", "H", "H", "H"], "positions_angstrom": [[-0.12876, -1.59880, -1.38848], [-3.32799, -1.10052, -2.36906], [-2.44884, -1.41614, -3.34641], [-1.21234, -1.74720, -3.09322], [-0.48293, -2.01837, -4.24166], [-1.18366, -1.91472, -5.39040], [-2.82184, -1.44847, -5.03119], [1.81741, -1.31598, -4.15583], [2.46069, -0.44217, -4.95079], [3.58181, 0.46403, -3.94133], [3.07484, -0.38000, -2.51227], [2.19864, -1.28558, -2.84365], [3.47493, -0.14782, -1.24433], [-2.93179, -0.90294, -1.45577], [-4.17884, -0.62735, -2.61387], [-0.86741, -2.11807, -6.39755], [2.38371, -0.25128, -6.00550], [3.91522, 0.73312, -1.04342], [2.84819, -0.49151, -0.52233], [0.85433, -2.31471, -4.00718], [1.24089, -2.42707, -2.44579], [-0.40864, 2.68028, 5.75295], [-0.39853, 1.89025, 4.47193], [-0.51113, 0.50632, 4.48413], [-0.48653, -0.23853, 3.30995], [-0.62309, -1.73677, 3.33631], [-0.34347, 0.43502, 2.09994], [-0.22806, 1.82358, 2.05396], [-0.05919, 2.52929, 0.73493], [-0.26022, 2.53342, 3.24652], [-0.31817, -0.34688, 0.82290], [0.80406, -0.72782, 0.36666], [-1.39247, -0.61715, 0.22876], [-0.75547, 2.07307, 6.58849], [-1.05978, 3.55189, 5.67404], [0.59255, 3.04191, 5.99704], [-0.62477, -0.00992, 5.43162], [-0.64872, -2.10790, 4.35983], [0.20914, -2.21574, 2.81744], [-1.53967, -2.05086, 2.83333], [-0.79459, 2.18361, 0.00620], [0.92908, 2.33240, 0.31323], [-0.17061, 3.60665, 0.85103], [-0.17798, 3.61541, 3.21882]], "forces_ev_per_a": [[-0.517, 0.025, 0.040], [-0.005, -0.003, -0.009], [-0.064, -0.052, 0.039], [0.172, 0.002, -0.047], [0.013, 0.053, -0.043], [-0.001, -0.092, 0.020], [0.014, 0.011, -0.010], [-0.049, 0.167, -0.061], [-0.002, -0.072, 0.005], [-0.033, 0.026, -0.020], [0.065, -0.006, 0.043], [0.040, -0.086, 0.146], [-0.002, -0.026, -0.002], [0.006, -0.002, -0.007], [0.000, 0.003, 0.012], [0.010, 0.003, 0.005], [0.007, 0.005, 0.003], [0.036, -0.008, -0.017], [-0.061, 0.034, 0.024], [0.070, -0.140, 0.027], [0.050, 0.124, -0.286], [-0.005, 0.010, 0.010], [-0.001, -0.005, -0.006], [0.002, -0.005, 0.003], [-0.006, 0.018, 0.002], [-0.004, -0.008, 0.003], [0.003, 0.002, 0.006], [0.014, -0.006, 0.009], [-0.011, 0.009, -0.009], [-0.005, 0.004, -0.002], [0.003, -0.015, 0.080], [0.235, -0.016, 0.043], [0.009, 0.052, 0.006], [0.002, -0.003, -0.004], [0.002, -0.001, -0.005], [0.000, -0.004, -0.003], [0.000, 0.002, -0.001], [-0.002, -0.001, -0.001], [0.004, 0.006, -0.001], [0.001, 0.004, 0.000], [-0.002, 0.000, 0.005], [0.003, -0.005, -0.001], [0.006, -0.002, 0.001], [-0.001, -0.002, 0.001]]}



No. 2
{"formula": "C17H17NO3S", "method": "the ωB97M-V functional and the def2-TZVPD basis", "charge": 0, "orbital_gap_ev": 8.198, "homo_ev": -8.31, "lumo_ev": -0.11, "species": ["O", "O", "O", "S", "C", "C", "C", "C", "C", "C", "C", "C", "C", "C", "C", "C", "N", "C", "C", "C", "C", "C", "H", "H", "H", "H", "H", "H", "H", "H", "H", "H", "H", "H", "H", "H", "H", "H", "H"], "positions_angstrom": [[1.53249, 1.78538, 0.49433], [4.83834, -0.57402, 1.19486], [-0.07703, 1.55972, 2.17234], [1.36352, -2.99994, -0.03473], [1.17350, 1.35734, 1.61774], [3.71594, -0.70239, 0.67103], [-5.13265, -1.33700, -1.76612], [-0.22125, -2.18929, -2.40983], [-5.07077, -1.84708, -0.49748], [-0.19019, -2.65413, -1.03095], [-3.94484, -1.32207, -2.50796], [-1.51544, -1.78785, -2.91593], [-3.87454, -2.40230, -0.00634], [-1.41876, -2.73193, -0.30276], [-2.67184, -1.80086, -2.07951], [-2.62107, -2.30897, -0.78084], [2.45506, -0.81122, 1.17776], [1.89513, 0.14337, 2.15844], [-1.74179, 1.74781, 0.33343], [-0.93385, 2.46603, 1.49143], [3.44446, -1.18276, -0.73161], [1.97879, -1.33348, -0.11877], [-6.01744, -0.83531, -2.19981], [0.61718, -2.19044, -2.96520], [-5.90438, -1.94300, 0.16259], [-3.89162, -0.84249, -3.49255], [-1.62309, -1.53652, -3.99625], [-3.90760, -2.80868, 1.02595], [-1.41018, -3.17337, 0.64156], [1.16836, -0.47106, 2.71230], [2.66598, 0.44715, 2.94440], [-2.66002, 2.36074, 0.17173], [-1.06929, 1.67729, -0.59605], [-1.94960, 0.73620, 0.46767], [-0.40669, 3.36632, 1.24662], [-1.62645, 2.76468, 2.19305], [3.72773, -2.07866, -1.20543], [3.42860, -0.30279, -1.34904], [1.37161, -0.72212, -0.73196]], "forces_ev_per_a": [[-1.174, -0.149, 3.494], [-3.047, 0.764, -0.511], [2.636, -0.267, -0.102], [-1.910, -0.070, -1.380], [-0.854, -0.553, -4.626], [6.018, -1.629, 1.101], [1.451, 1.336, -2.548], [-5.423, -0.020, 3.044], [1.980, -2.051, 2.050], [-1.316, 0.297, 0.558], [-0.469, 0.643, -0.850], [2.072, -0.671, 0.356], [-0.089, 1.029, -0.554], [3.479, -0.323, -1.141], [-0.729, 0.314, -0.687], [-2.592, -0.220, 0.568], [0.267, 2.044, -0.345], [-0.046, -1.359, 2.174], [2.287, 2.868, -1.360], [-0.366, -1.586, -1.826], [-2.984, 1.065, 1.741], [0.732, 0.215, -0.547], [0.511, -0.565, 0.423], [2.662, 0.078, -1.973], [-0.652, 0.209, 0.103], [-0.538, -0.211, 0.240], [0.120, 0.013, 1.046], [0.411, 0.219, -0.881], [0.311, -0.494, 1.593], [0.019, 0.541, 0.095], [-0.638, -0.559, -1.385], [0.698, -0.680, -0.251], [-1.137, 0.677, 1.049], [-0.703, -1.620, 1.141], [0.439, 0.240, -0.864], [-1.530, 0.432, 1.838], [1.262, -0.819, -0.161], [0.171, 0.174, -0.681], [-1.329, 0.690, 0.061]]}



ΔE to the lowest compared entry with this formula, charge and spin
In order: 99.93; 96.58
Unit: kcal per mole
Electronic energy
In order: -54598.7315; -36370.0920
Unit: eV